#i
14
Properties=species:S:1:pos:R:3 method="wB97M-V/def2-TZVPD" homo_ev=-14.876 charge=+1
C 1.03 1.22 0.11
C 1.51 -0.21 0.23
C -0.98 0.34 -0.43
N -0.17 1.39 -0.21
N -2.02 0.07 0.35
N 0.38 -1.03 -0.19
H 1.68 2.05 0.31
H 2.38 -0.35 -0.41
H 1.80 -0.40 1.26
H -1.33 0.16 -1.79
H -2.82 -0.43 0.01
H -2.04 0.38 1.31
H 0.53 -1.52 -1.06
H 0.05 -1.67 0.52

***

#ii
14
Properties=species:S:1:pos:R:3 method="wB97M-V/def2-TZVPD" homo_ev="-14.729 / -14.632" charge=+1
C -2.73 0.07 0.13
C -1.40 -0.13 -0.47
C 1.25 -0.07 0.18
N -1.99 1.06 0.21
N 1.30 1.25 0.06
N -0.31 -0.61 0.39
H -3.69 -0.32 0.40
H -1.36 0.24 -2.46
H 1.85 -0.30 1.03
H 1.63 -0.53 -0.77
H 0.93 1.67 -0.81
H 1.08 1.71 0.90
H -0.68 -0.15 1.28
H -0.49 -1.57 0.52

***

#iii
14
Properties=species:S:1:pos:R:3 method="wB97M-V/def2-TZVPD" homo_ev=-13.619 charge=+1
C 1.89 0.02 1.91
N 0.79 0.52 1.63
N -0.24 0.13 1.05
C -0.48 -0.02 -0.19
C 0.15 0.51 -1.39
N -1.81 -0.58 -0.52
H 2.18 -0.97 1.77
H 2.66 0.50 2.59
H 0.95 1.14 -1.13
H -0.54 0.99 -2.11
H 0.54 -0.26 -1.89
H -2.27 -0.37 0.35
H -1.55 -1.61 -0.77
H -2.26 -0.02 -1.29

***

#iv
14
Properties=species:S:1:pos:R:3 method="wB97M-V/def2-TZVPD" homo_ev="-15.059 / -11.163" charge=+1
C 0.69 -0.92 1.40
C -0.59 -0.97 0.84
C 0.64 0.28 -0.97
N -4.70 0.91 -0.27
N -3.76 0.30 -0.48
N 0.21 0.16 0.41
H 0.95 -0.62 2.45
H 1.46 -1.60 1.24
H -0.96 -1.59 0.14
H 0.89 -0.69 -1.44
H -0.21 0.51 -1.70
H 1.50 0.97 -0.91
H -5.14 0.90 0.59
H -0.17 0.97 0.79

***

Which structure is the most stable? The one labeled #i.

***

#i
14
Properties=species:S:1:pos:R:3 method="wB97M-V/def2-TZVPD" homo_ev=-13.974 charge=+1
C 1.05 -1.78 -0.07
C 0.43 0.15 -1.06
C -1.13 0.77 1.26
N -0.16 -1.57 0.39
N 1.59 -0.75 -0.73
N -0.62 -0.38 -0.12
H 1.72 -2.41 0.36
H 0.74 1.17 -0.86
H 0.03 -0.06 -2.13
H -0.79 1.69 0.95
H -2.19 0.99 1.31
H -0.73 0.38 2.22
H 2.48 -0.70 -1.24
H -1.35 -0.67 -0.79

***

#ii
14
Properties=species:S:1:pos:R:3 method="wB97M-V/def2-TZVPD" homo_ev=-14.488 charge=+1 smiles="N[C@H]1N=CC[NH2+]1"
N -0.58 1.81 -0.10
C -0.67 0.47 -0.53
N 0.70 0.23 -1.37
C 1.32 -0.58 -0.62
C 0.60 -1.19 0.58
N -0.68 -0.48 0.59
H -1.13 2.46 -0.57
H 0.35 1.93 0.19
H -1.47 0.34 -1.18
H 2.34 -0.91 -0.95
H 0.46 -2.26 0.46
H 1.17 -0.96 1.50
H -1.67 -0.93 0.51
H -0.74 0.09 1.48

***

#iii
14
Properties=species:S:1:pos:R:3 method="wB97M-V/def2-TZVPD" homo_ev=-14.605 charge=+1 smiles="[H]/N=N/C(=[NH2+])CC"
H -1.76 -0.52 -3.42
N -1.27 -1.15 -2.73
N -1.08 -0.73 -1.62
C -0.63 -0.86 -0.41
N -1.12 -1.28 0.71
C 0.73 -0.05 -0.38
C 0.66 1.05 0.66
H -0.47 -1.28 1.47
H -1.98 -1.94 0.67
H 0.74 0.31 -1.41
H 1.53 -0.66 -0.17
H -0.31 1.49 0.79
H 1.19 1.01 1.60
H 1.15 1.94 0.21

***

Which structure is the most stable? The one labeled #ii.